ORCA calculation (ωB97M-V/def2-TZVPD) on a 14-piece molecular cluster, C28H84O14 overall in a non-equilibrium geometry.

Results
- Energy above the lowest of the compared OMol25 structures with the same formula, charge and spin: 91.1 kcal per mole
- HOMO energy: -0.3363 Eh
- M: 645.0 g mol⁻¹
- Kohn-Sham gap: 0.3363 Ha

Geometry as ORCA input:
```
! wB97M-V def2-TZVPD RIJCOSX def2/J DEFGRID3
* xyz 0 1
C -2.2135 1.2086 7.7926
C -1.3732 2.4277 8.1793
O -0.0099 2.1765 7.7248
H -2.0870 1.0273 6.7267
H -3.2711 1.3890 7.9794
H -1.8461 0.3675 8.3735
H -1.3713 2.5389 9.2685
H -1.7038 3.3949 7.7926
H 0.5019 2.7862 8.2700
C -3.0909 2.3295 0.0020
C -3.1358 1.4056 1.2047
O -3.8155 2.0332 2.2978
H -2.5466 3.2410 0.2716
H -4.0708 2.6552 -0.3433
H -2.5200 1.9273 -0.8385
H -2.1131 1.1997 1.5386
H -3.6404 0.4598 1.0166
H -3.2269 2.7116 2.6627
C -0.0885 -1.9981 0.9261
C 0.9466 -2.2285 -0.1597
O 0.3818 -1.9922 -1.4414
H -0.8650 -2.7650 0.9391
H -0.5004 -0.9868 0.8964
H 0.3321 -2.0857 1.9365
H 1.3244 -3.2442 -0.0768
H 1.7806 -1.5439 0.0301
H -0.0499 -1.1347 -1.4156
C 1.4500 0.2730 3.4955
C 1.2943 1.2270 4.6538
O -0.0689 1.1935 5.0784
H 0.7946 0.5465 2.6673
H 1.2248 -0.7287 3.8607
H 2.4658 0.2718 3.0976
H 1.5634 2.2698 4.4496
H 1.9452 0.9129 5.4793
H -0.1197 1.5387 5.9877
C -8.2248 -2.7137 7.5808
C -6.7710 -2.2872 7.7020
O -6.1705 -2.3947 6.4061
H -8.2854 -3.7732 7.3237
H -8.7699 -2.0707 6.8968
H -8.7203 -2.6929 8.5573
H -6.1988 -2.9049 8.3959
H -6.7398 -1.2456 8.0355
H -5.2036 -2.4569 6.5307
C -1.9981 2.4404 5.3403
C -1.1432 2.8012 4.1545
O -1.8140 3.7546 3.3375
H -1.7051 1.5231 5.8508
H -3.0669 2.4390 5.1300
H -1.8643 3.1927 6.1288
H -0.8907 1.8928 3.5862
H -0.1612 3.1661 4.4744
H -1.2249 4.4763 3.1119
C -4.8751 -2.7017 -0.7407
C -5.4882 -3.3335 0.4844
O -6.3919 -2.4336 1.0970
H -4.0803 -3.3801 -1.0735
H -4.4020 -1.7521 -0.4904
H -5.5264 -2.5773 -1.6041
H -4.6906 -3.5871 1.1947
H -6.0069 -4.2710 0.2477
H -6.5661 -2.6448 2.0337
C -3.7579 -5.1390 4.6278
C -3.4466 -6.5097 4.0730
O -3.1664 -7.4123 5.1514
H -4.4913 -5.1675 5.4287
H -4.0816 -4.5176 3.7919
H -2.8468 -4.6842 5.0241
H -2.6542 -6.5411 3.3178
H -4.3159 -6.9094 3.5308
H -3.3351 -8.3101 4.8586
C -3.7612 -1.8318 3.3048
C -2.7356 -0.7209 3.3785
O -1.9080 -0.9172 4.5319
H -4.5111 -1.6763 2.5269
H -4.2891 -1.9655 4.2437
H -3.2220 -2.7128 2.9469
H -3.1907 0.2766 3.3779
H -2.0915 -0.7285 2.4899
H -1.3362 -0.1363 4.6118
C -8.2520 0.2174 3.1126
C -6.8397 0.4774 2.6098
O -6.5277 1.8375 2.8722
H -8.9467 0.9436 2.6950
H -8.2812 0.3001 4.2021
H -8.5587 -0.7992 2.8623
H -6.8305 0.2847 1.5326
H -6.1236 -0.2050 3.0714
H -5.6192 1.9957 2.5545
C -8.7116 -4.1678 4.0007
C -7.2125 -4.3944 3.8224
O -6.5119 -3.1659 3.7164
H -9.1915 -5.0797 4.3688
H -9.1843 -3.8518 3.0720
H -8.8894 -3.4364 4.7874
H -7.0416 -5.0447 2.9622
H -6.8781 -5.0053 4.6695
H -6.4914 -2.8005 4.6215
C 1.2374 -1.5683 7.1960
C 1.4386 -0.6986 8.4007
O 2.4648 -1.2899 9.2187
H 0.3657 -1.1901 6.6395
H 0.9545 -2.6057 7.3943
H 2.0198 -1.6312 6.4381
H 0.5144 -0.5634 8.9646
H 1.7972 0.2841 8.0829
H 2.3639 -0.9680 10.1192
C -5.5333 1.0330 6.2476
C -5.2733 2.1597 7.2436
O -6.4768 2.8721 7.5206
H -4.6196 0.4531 6.0832
H -5.6621 1.5052 5.2629
H -6.4421 0.4828 6.4684
H -4.4431 2.8097 6.9424
H -4.9402 1.7360 8.1998
H -6.6966 3.3222 6.6922
C -2.9807 -3.8100 8.4764
C -2.3607 -2.8748 7.4334
O -3.3961 -2.2713 6.6944
H -3.5625 -3.2433 9.2035
H -2.1969 -4.3973 8.9511
H -3.6604 -4.5026 7.9753
H -1.6892 -3.4887 6.8247
H -1.7445 -2.1412 7.9628
H -3.0126 -1.6102 6.0906
*
```